Below is a cluster of 7 separate species, H14O7 in total, with properties calculated with ωB97M-V/def2-TZVPD.

The geometry in XYZ format:
```
21
Properties=species:S:1:pos:R:3:nbo_charge:R:1
O 1.015 -2.942 0.772 -0.97
H 0.918 -2.152 1.303 0.50
H 0.797 -3.659 1.368 0.47
O 1.506 -0.711 2.438 -0.96
H 1.149 -0.041 1.856 0.49
H 2.361 -0.369 2.702 0.48
O -0.566 0.229 0.315 -0.99
H 0.016 0.356 -0.434 0.49
H -1.422 0.528 0.008 0.47
O -2.865 0.959 -1.297 -0.96
H -3.242 0.760 -2.154 0.49
H -3.378 0.434 -0.682 0.48
O 1.203 0.758 -1.607 -0.95
H 1.104 1.183 -2.458 0.49
H 1.849 1.293 -1.145 0.48
O 3.074 -1.870 -0.905 -0.97
H 2.548 -1.071 -0.937 0.46
H 2.534 -2.493 -0.417 0.50
O -2.595 3.130 0.629 -0.94
H -3.504 3.386 0.476 0.46
H -2.500 2.296 0.169 0.47
```

The calculation puts the total energy at -14559.890 eV. Its charge is 0. Its SMILES is O.O.O.O.O.O.O. The spin multiplicity is 1. For the HOMO energy, the calculation gives -0.3823 hartree.

---

Below is a cluster of 7 separate species, H14O7 in total, with properties calculated with ωB97M-V/def2-TZVPD.

The geometry in XYZ format:
```
21
Properties=species:S:1:pos:R:3:nbo_charge:R:1
O -19.344 15.892 1.235 -0.92
H -18.958 15.021 1.145 0.48
H -18.732 16.475 0.786 0.44
O -17.277 17.021 -2.863 -0.99
H -17.536 17.407 -2.026 0.50
H -17.308 17.749 -3.483 0.51
O -16.693 14.901 -1.179 -0.97
H -17.308 14.994 -0.452 0.50
H -17.089 15.400 -1.894 0.49
O -15.044 15.579 -4.077 -0.79
H -15.453 16.087 -3.375 0.49
H -15.583 15.758 -4.847 0.49
O -19.605 15.518 -4.639 -0.93
H -18.889 15.582 -4.008 0.46
H -20.235 14.925 -4.228 0.47
O -15.163 12.568 -1.954 -0.29
H -14.660 13.072 -2.593 0.51
H -15.870 13.155 -1.687 0.52
O -18.622 13.240 0.467 -0.96
H -18.386 12.507 1.035 0.49
H -18.796 12.838 -0.384 0.48
```

The calculation puts the total energy at -14548.532 eV. Its charge is +1. The spin multiplicity is 2. For the HOMO energy (spin up / spin down), the calculation gives -0.5234 / -0.5215 hartree.

---

Below is a structure of composition H14O7Pb, with properties calculated with ωB97M-V/def2-TZVPD.

The geometry in XYZ format:
```
22
Properties=species:S:1:pos:R:3:nbo_charge:R:1
Pb 0.028 -0.008 -0.060 1.55
O 0.868 -2.151 1.249 -0.94
H 1.781 -2.288 1.350 0.49
H 0.585 -2.688 1.948 0.50
O -1.190 -1.810 -1.099 -0.96
H -1.201 -2.076 -2.017 0.51
H -1.817 -2.499 -0.805 0.52
O -1.825 -0.020 1.466 -0.99
H -2.762 -0.127 1.273 0.53
H -1.585 0.079 2.407 0.52
O 2.490 0.431 0.065 -0.97
H 2.579 1.094 -0.612 0.50
H 3.262 0.300 0.623 0.53
O -1.156 1.789 -1.089 -0.95
H -1.509 2.404 -0.497 0.51
H -1.673 1.897 -1.870 0.52
O 0.795 -0.344 -2.237 -0.95
H 1.419 0.351 -2.415 0.50
H 0.355 -0.467 -3.088 0.52
O 0.240 1.671 1.604 -0.96
H -0.228 1.937 2.402 0.51
H 0.553 2.525 1.398 0.50
```

The calculation puts the total energy at -19792.177 eV. Its charge is +2. The spin multiplicity is 1. For the HOMO energy, the calculation gives -0.6327 hartree.

---

Below is a structure of composition H15NaO8, with properties calculated with ωB97M-V/def2-TZVPD.

The geometry in XYZ format:
```
24
Properties=species:S:1:pos:R:3:nbo_charge:R:1
Na -0.398 -0.288 -0.125 0.93
O -0.338 -1.029 2.036 -1.30
H -0.826 -0.812 2.853 0.42
O 1.277 0.967 2.301 -1.02
H 1.806 0.731 3.062 0.48
H 0.574 0.318 2.286 0.50
O -1.273 -2.538 -0.506 -0.95
H -0.831 -3.078 0.150 0.49
H -2.100 -2.992 -0.671 0.47
O -0.991 0.299 -2.326 -0.95
H -1.538 -0.098 -3.004 0.48
H -0.316 0.775 -2.809 0.48
O -2.448 0.489 1.287 -0.99
H -1.912 -0.207 1.668 0.49
H -3.330 0.321 1.618 0.46
O 0.195 2.170 0.112 -1.00
H -0.246 3.011 0.235 0.49
H 0.529 1.944 0.980 0.51
O 2.460 1.564 -1.508 -0.94
H 2.214 1.643 -2.430 0.45
H 1.636 1.389 -1.054 0.48
O 1.653 -1.304 -1.267 -0.95
H 2.290 -1.766 -0.722 0.48
H 1.915 -1.507 -2.165 0.48
```

The calculation puts the total energy at -21041.556 eV. Its charge is 0. The spin multiplicity is 1. For the HOMO energy, the calculation gives -0.3073 hartree.

---

Below is a structure of composition H16HeNeO8, with properties calculated with ωB97M-V/def2-TZVPD.

The geometry in XYZ format:
```
26
Properties=species:S:1:pos:R:3:nbo_charge:R:1
He -4.540 -1.301 9.922 0.00
Ne -3.065 1.704 8.373 0.00
O -6.735 2.274 9.123 -0.95
H -7.153 1.697 9.763 0.47
H -6.684 1.749 8.325 0.49
O -2.600 5.097 10.131 -0.96
H -3.224 5.795 9.934 0.46
H -3.138 4.382 10.471 0.49
O -4.427 -1.445 6.804 -0.96
H -5.140 -1.996 6.482 0.46
H -4.755 -0.550 6.715 0.48
O -0.477 -0.558 7.803 -0.95
H -0.851 -1.440 7.815 0.48
H -0.453 -0.321 6.876 0.47
O -2.530 1.626 5.087 -0.95
H -2.103 2.473 4.958 0.48
H -1.807 1.010 5.212 0.47
O -5.337 1.208 6.051 -0.96
H -4.487 1.631 6.176 0.50
H -5.242 0.715 5.236 0.48
O -4.595 3.166 11.065 -0.96
H -4.510 2.417 11.655 0.47
H -5.079 2.826 10.313 0.50
O -0.226 1.277 10.128 -0.95
H -0.216 0.765 9.319 0.49
H -0.721 0.740 10.746 0.46
```

The calculation puts the total energy at -20227.556 eV. Its charge is 0. The spin multiplicity is 1. For the HOMO energy, the calculation gives -0.3825 hartree.

---

Below is a cluster of 9 separate species, H16NO11 in total, with properties calculated with ωB97M-V/def2-TZVPD.

The geometry in XYZ format:
```
28
Properties=species:S:1:pos:R:3:nbo_charge:R:1
N -0.270 0.584 1.285 0.72
O 0.952 0.521 1.001 -0.58
O -0.915 -0.469 1.236 -0.53
O -0.838 1.582 0.903 -0.51
O -3.178 -1.999 1.644 -0.98
H -2.757 -2.809 1.335 0.47
H -2.463 -1.330 1.701 0.50
O 1.861 1.055 -2.043 -1.02
H 0.917 1.113 -2.208 0.47
H 1.949 1.523 -1.192 0.49
O -0.391 -2.169 -1.514 -0.94
H -0.209 -1.942 -2.393 0.45
H 0.283 -1.741 -0.943 0.49
O 3.339 -0.958 1.246 -0.97
H 3.154 -1.400 0.435 0.47
H 2.635 -0.385 1.485 0.50
O -3.124 1.976 -0.635 -0.96
H -2.910 2.373 -1.467 0.46
H -2.300 1.948 -0.146 0.49
O -0.854 0.794 -2.115 -0.94
H -1.091 0.302 -1.356 0.50
H -0.661 0.124 -2.784 0.46
O 0.401 -2.615 2.128 -0.98
H 1.346 -2.760 2.160 0.46
H 0.234 -1.679 1.974 0.49
O 2.005 2.740 -0.047 -0.96
H 1.382 3.454 -0.205 0.47
H 1.500 2.168 0.513 0.50
```

The calculation puts the total energy at -24271.077 eV. Its charge is -1. The spin multiplicity is 1. For the HOMO energy, the calculation gives -0.2567 hartree.

---

Below is a cluster of 9 separate species, H16NO11 in total, with properties calculated with ωB97M-V/def2-TZVPD.

The geometry in XYZ format:
```
28
Properties=species:S:1:pos:R:3:nbo_charge:R:1
N 2.729 19.013 15.650 0.73
O 1.732 19.418 16.303 -0.56
O 3.643 19.826 15.354 -0.58
O 2.840 17.799 15.387 -0.53
O 4.299 17.094 12.919 -0.96
H 3.448 16.727 12.658 0.46
H 4.108 17.576 13.748 0.49
O 2.614 19.674 19.517 -0.95
H 2.421 19.746 18.570 0.49
H 3.562 19.518 19.558 0.46
O 2.819 14.871 15.383 -0.96
H 2.693 15.824 15.242 0.50
H 3.387 14.824 16.157 0.46
O 3.901 21.979 17.469 -0.96
H 4.781 21.589 17.471 0.46
H 3.484 21.610 16.675 0.49
O 5.893 20.067 13.842 -0.96
H 4.940 20.221 13.975 0.49
H 6.016 20.044 12.888 0.46
O 0.142 17.139 17.262 -0.97
H 0.449 16.512 17.924 0.46
H 0.822 17.837 17.245 0.49
O 6.282 18.595 16.417 -0.95
H 6.263 19.190 17.171 0.45
H 5.564 18.908 15.838 0.50
O -0.605 18.725 14.545 -0.97
H -0.689 17.774 14.669 0.47
H 0.066 18.981 15.198 0.49
```

The calculation puts the total energy at -24272.277 eV. Its charge is -1. The spin multiplicity is 1. For the HOMO energy, the calculation gives -0.2670 hartree.

---

Below is a cluster of 8 separate species, H16O8 in total, with properties calculated with ωB97M-V/def2-TZVPD.

The geometry in XYZ format:
```
24
Properties=species:S:1:pos:R:3:nbo_charge:R:1
O 6.253 -4.349 2.190 -0.93
H 6.747 -4.972 1.657 0.47
H 5.440 -4.210 1.704 0.47
O 0.696 -4.808 0.432 -0.94
H 0.688 -5.116 1.339 0.47
H -0.130 -5.125 0.065 0.47
O 5.724 3.378 2.034 -0.93
H 5.232 3.061 1.276 0.47
H 6.232 4.116 1.699 0.47
O -3.248 5.006 -0.529 -0.94
H -3.301 5.390 0.346 0.47
H -3.526 5.708 -1.117 0.47
O -6.136 2.089 3.669 -0.93
H -6.045 1.167 3.909 0.47
H -5.237 2.410 3.605 0.47
O 1.990 -3.537 -4.386 -0.93
H 1.084 -3.315 -4.602 0.47
H 2.038 -3.446 -3.434 0.47
O 0.057 0.332 1.207 -0.94
H 0.164 -0.605 1.040 0.47
H -0.698 0.585 0.675 0.47
O -5.014 1.996 -4.435 -0.94
H -4.160 2.138 -4.845 0.47
H -4.852 2.109 -3.498 0.47
```

The calculation puts the total energy at -16638.987 eV. Its charge is 0. Its SMILES is O.O.O.O.O.O.O.O. The spin multiplicity is 1. For the HOMO energy, the calculation gives -0.4227 hartree.

---

Below is a structure of composition H16O8, with properties calculated with ωB97M-V/def2-TZVPD.

The geometry in XYZ format:
```
24
Properties=species:S:1:pos:R:3:nbo_charge:R:1
H -0.799 0.348 -0.202 0.45
H 0.349 -0.141 0.538 0.47
H -4.428 0.294 0.371 0.46
H -3.931 -0.005 1.804 0.43
H -2.171 1.433 -0.274 0.45
H -3.579 1.080 -1.030 0.44
H 3.823 -3.871 -1.758 0.48
H 2.484 -3.243 -1.217 0.47
H 3.950 1.623 0.676 0.47
H 3.686 0.647 -0.595 0.49
H 3.395 -2.061 2.784 0.47
H 3.247 -1.923 1.223 0.47
H -3.962 -0.883 -1.113 0.47
H -5.495 -1.182 -0.809 0.46
H 1.238 4.049 0.419 0.46
H 2.516 4.670 -0.076 0.46
O -0.254 -0.399 -0.188 -0.92
O -3.677 -0.137 0.822 -0.87
O -3.014 1.019 -0.196 -0.92
O 3.300 -3.011 -1.552 -0.95
O 3.629 1.530 -0.180 -0.96
O 2.754 -1.964 2.008 -0.95
O -4.599 -1.277 -0.459 -0.91
O 1.821 4.134 -0.348 -0.92
```

The calculation puts the total energy at -16631.867 eV. Its charge is 0. The spin multiplicity is 1. For the HOMO energy, the calculation gives -0.2594 hartree.

---

Repeat the seventh record exactly.
Below is a cluster of 9 separate species, H16NO11 in total, with properties calculated with ωB97M-V/def2-TZVPD.

The geometry in XYZ format:
```
28
Properties=species:S:1:pos:R:3:nbo_charge:R:1
N 2.729 19.013 15.650 0.73
O 1.732 19.418 16.303 -0.56
O 3.643 19.826 15.354 -0.58
O 2.840 17.799 15.387 -0.53
O 4.299 17.094 12.919 -0.96
H 3.448 16.727 12.658 0.46
H 4.108 17.576 13.748 0.49
O 2.614 19.674 19.517 -0.95
H 2.421 19.746 18.570 0.49
H 3.562 19.518 19.558 0.46
O 2.819 14.871 15.383 -0.96
H 2.693 15.824 15.242 0.50
H 3.387 14.824 16.157 0.46
O 3.901 21.979 17.469 -0.96
H 4.781 21.589 17.471 0.46
H 3.484 21.610 16.675 0.49
O 5.893 20.067 13.842 -0.96
H 4.940 20.221 13.975 0.49
H 6.016 20.044 12.888 0.46
O 0.142 17.139 17.262 -0.97
H 0.449 16.512 17.924 0.46
H 0.822 17.837 17.245 0.49
O 6.282 18.595 16.417 -0.95
H 6.263 19.190 17.171 0.45
H 5.564 18.908 15.838 0.50
O -0.605 18.725 14.545 -0.97
H -0.689 17.774 14.669 0.47
H 0.066 18.981 15.198 0.49
```

The calculation puts the total energy at -24272.277 eV. Its charge is -1. The spin multiplicity is 1. For the HOMO energy, the calculation gives -0.2670 hartree.

---

Among the records above, which one has the highest charge?
H14O7Pb